P) Below is 2 unconnected molecules or ions with the total composition C16H17N, with properties calculated with the ωB97M-V functional and the def2-TZVPD basis.

SMILES = Cc1c[nH]c2ccccc12.Cc1ccccc1
Highest occupied orbital energy = -7.996 eV
Multiplicity = 1
Gap between HOMO and LUMO = 8.845 eV
Charge = 0

CARTESIAN COORDINATES (ANGSTROEM)
1 N -0.11 -5.14 -1.76
2 C 1.37 2.81 0.80
3 C -0.63 -1.87 -0.38
4 C 0.36 5.32 0.73
5 C -0.86 -4.03 -1.50
6 C -0.17 -3.18 -0.61
7 C -1.82 -1.52 -0.98
8 C -0.46 4.35 1.31
9 C 1.10 -4.99 -1.06
10 C 2.06 -3.35 0.68
11 C -2.07 -3.64 -2.13
12 C 1.05 -3.85 -0.30
13 C 1.65 5.07 0.27
14 C 0.17 3.11 1.41
15 C -1.76 4.63 1.99
16 C -2.56 -2.40 -1.81
17 C 2.19 3.80 0.24
18 H 2.96 -3.95 0.71
19 H 3.14 3.60 -0.23
20 H -2.26 -0.54 -0.85
21 H -0.32 2.32 1.97
22 H 1.63 -5.88 -0.75
23 H -0.09 -5.64 -2.64
24 H -1.61 5.33 2.82
25 H 0.07 6.37 0.65
26 H 2.10 5.90 -0.27
27 H 2.33 -2.38 0.25
28 H 1.70 1.78 0.86
29 H 1.67 -3.25 1.69
30 H -3.49 -2.07 -2.26
31 H -2.12 3.72 2.49
32 H -2.57 4.94 1.33
33 H -0.22 -1.06 0.20
34 H -2.46 -4.32 -2.88

Q) Below is 2 unconnected molecules or ions with the total composition C16H17N, with properties calculated with the ωB97M-V functional and the def2-TZVPD basis.

SMILES = Cc1c[nH]c2ccccc12.Cc1ccccc1
Highest occupied orbital energy = -8.025 eV
Multiplicity = 1
Gap between HOMO and LUMO = 9.003 eV
Charge = 0

CARTESIAN COORDINATES (ANGSTROEM)
1 N 3.67 2.45 1.98
2 C 1.89 2.69 0.55
3 C 3.12 3.72 2.15
4 C -2.91 -3.55 -1.48
5 C -0.79 -2.49 -1.12
6 C -2.43 -2.46 0.62
7 C 1.09 5.08 1.24
8 C -1.16 -2.18 0.19
9 C -3.92 -4.37 -2.30
10 C -1.68 -3.12 -1.98
11 C -3.30 -3.19 -0.20
12 C 0.85 2.18 -0.26
13 C 0.81 0.82 -0.48
14 C 2.06 3.92 1.33
15 C 1.85 -0.03 -0.02
16 C 2.91 1.84 0.97
17 C 2.94 0.48 0.64
18 H -4.04 -3.91 -3.28
19 H 0.09 2.85 -0.62
20 H 1.75 -1.08 -0.24
21 H -2.70 -2.19 1.63
22 H -4.90 -4.38 -1.83
23 H 0.05 0.28 -1.02
24 H 1.60 6.03 1.24
25 H 0.43 4.91 0.39
26 H 3.71 -0.21 0.95
27 H -3.53 -5.37 -2.40
28 H 0.16 -2.16 -1.51
29 H 0.38 5.03 2.06
30 H -0.40 -1.74 0.82
31 H -1.40 -3.14 -3.02
32 H 4.66 2.38 1.87
33 H 3.42 4.36 2.97
34 H -4.29 -3.44 0.15

According to the calculations, the structures order from most to least stable as Q), P).

P) Below is 2 unconnected molecules or ions with the total composition C3H11N3, with properties calculated with the ωB97M-V functional and the def2-TZVPD basis.

Highest occupied orbital energy = -19.011 eV
Multiplicity = 1
Gap between HOMO and LUMO = 11.204 eV
Charge = +2

CARTESIAN COORDINATES (ANGSTROEM)
1 N 2.23 -1.24 -0.36
2 N -2.49 -1.03 0.64
3 N -1.41 -0.76 -0.26
4 C -1.12 0.69 -0.11
5 C 2.62 1.19 -0.16
6 C 2.38 -0.12 -0.14
7 H 3.60 1.42 0.39
8 H 0.02 0.69 -0.42
9 H 1.85 1.76 0.36
10 H -1.62 1.37 -0.63
11 H 2.56 -2.19 -0.53
12 H -2.81 -1.99 0.58
13 H -1.71 -1.04 -1.16
14 H -1.26 0.90 1.00
15 H -3.24 -0.35 0.42
16 H 2.65 1.50 -1.21
17 H -2.24 -0.79 1.57

Q) Below is 2 unconnected molecules or ions with the total composition C3H11N3, with properties calculated with the ωB97M-V functional and the def2-TZVPD basis.

Highest occupied orbital energy = -20.387 eV
Multiplicity = 1
Gap between HOMO and LUMO = 8.522 eV
Charge = +2

CARTESIAN COORDINATES (ANGSTROEM)
1 N 0.19 0.52 0.04
2 N -1.98 0.66 0.15
3 N 1.74 -0.71 0.13
4 C 0.88 1.80 0.20
5 C -0.96 -0.12 -0.06
6 C -1.24 -1.51 -0.26
7 H -2.88 0.23 0.18
8 H -0.36 -2.11 0.06
9 H 2.05 -0.98 -0.79
10 H 1.75 1.86 -0.49
11 H 0.43 2.70 -0.22
12 H -1.93 1.54 0.56
13 H 2.31 0.12 0.51
14 H 1.74 -1.61 0.78
15 H 1.10 1.95 1.22
16 H -2.13 -1.84 0.27
17 H -1.16 -1.79 -1.31

According to the calculations, the structures order from most to least stable as P), Q).

P) Below is 2 unconnected molecules or ions with the total composition C2H5N2S, with properties calculated with the ωB97M-V functional and the def2-TZVPD basis.

Highest occupied orbital energy (alpha / beta) = -13.982 / -13.982 eV
Multiplicity = 1
Gap between HOMO and LUMO (alpha / beta) = 6.299 / 6.299 eV
Charge = +1

CARTESIAN COORDINATES (ANGSTROEM)
1 S -0.60 0.09 -3.25
2 N -0.88 2.63 -0.69
3 N -0.31 -0.49 0.52
4 C 0.22 1.38 -2.55
5 C -0.37 1.99 -1.50
6 H 1.17 1.71 -2.82
7 H 0.51 0.11 0.67
8 H -1.08 2.72 0.26
9 H -1.08 -0.25 1.21
10 H -0.04 -1.52 0.61

Q) Below is a gas-phase ion, C2H5N2S (charge +1), with properties calculated with the ωB97M-V functional and the def2-TZVPD basis.

SMILES = [H]/N=C1\S[C@H]1[NH3+]
Highest occupied orbital energy = -14.118 eV
Multiplicity = 1
Gap between HOMO and LUMO = 10.112 eV
Charge = +1

CARTESIAN COORDINATES (ANGSTROEM)
1 S 1.44 1.08 0.56
2 N -1.24 0.54 -0.12
3 N 1.45 -1.45 -0.67
4 C 1.11 -0.49 -0.03
5 C -0.08 0.10 0.75
6 H 2.26 -1.49 -1.21
7 H -0.30 -0.37 1.77
8 H -1.95 -0.06 -0.02
9 H -1.12 0.72 -1.16
10 H -1.57 1.43 0.14

According to the calculations, the structures order from most to least stable as Q), P).

P) Below is a molecular structure, C3H12N4O, with properties calculated with the ωB97M-V functional and the def2-TZVPD basis.

Highest occupied orbital energy (alpha / beta) = -7.318 / -7.009 eV
Multiplicity = 1
Gap between HOMO and LUMO (alpha / beta) = 7.607 / 7.322 eV
Charge = 0

CARTESIAN COORDINATES (ANGSTROEM)
1 O -1.84 0.53 -0.23
2 N 0.59 1.68 -0.19
3 N 2.84 -0.17 -0.09
4 N 0.10 0.57 -0.77
5 N 1.84 -0.96 -0.55
6 C -2.85 -0.26 -0.74
7 C 0.15 -0.56 1.50
8 C 0.07 -0.56 0.00
9 H -3.60 -0.53 0.02
10 H -3.42 0.29 -1.51
11 H -0.75 -0.13 1.92
12 H 0.47 2.48 -0.79
13 H 1.03 -0.02 1.85
14 H -0.39 -1.40 -0.50
15 H 0.29 1.87 0.76
16 H 1.78 -0.86 -1.57
17 H 2.84 0.14 0.88
18 H -2.47 -1.21 -1.19
19 H 0.26 -1.59 1.85
20 H 3.03 0.68 -0.63

Q) Below is a molecular structure, C3H12N4O, with properties calculated with the ωB97M-V functional and the def2-TZVPD basis.

Highest occupied orbital energy = -7.890 eV
Multiplicity = 1
Gap between HOMO and LUMO = 8.565 eV
Charge = 0

CARTESIAN COORDINATES (ANGSTROEM)
1 O 1.16 -1.94 -0.68
2 N -1.51 -1.73 -0.96
3 N -1.28 0.58 -1.34
4 N 1.16 0.29 0.73
5 N -0.75 -0.57 -0.75
6 C -0.39 0.01 1.66
7 C 0.75 -0.76 -0.78
8 C 1.47 1.68 0.42
9 H -0.20 0.77 2.42
10 H -0.28 -1.02 1.97
11 H 1.95 -0.27 1.03
12 H -0.82 -2.48 -1.07
13 H 0.57 2.24 0.19
14 H -1.51 0.36 -2.31
15 H -2.01 -1.93 -0.09
16 H 1.14 -0.12 -1.61
17 H -1.41 0.19 1.32
18 H 2.08 1.75 -0.49
19 H 2.03 2.16 1.23
20 H -2.16 0.77 -0.88

According to the calculations, the structures order from most to least stable as Q), P).

P) Below is a molecular structure, C5H6N2S, with properties calculated with the ωB97M-V functional and the def2-TZVPD basis.

Highest occupied orbital energy = -7.468 eV
Multiplicity = 1
Gap between HOMO and LUMO = 8.385 eV
Charge = 0

CARTESIAN COORDINATES (ANGSTROEM)
1 S -2.07 -0.14 0.03
2 N -0.88 -1.27 -0.07
3 N 1.54 -1.18 0.00
4 C -0.95 1.33 -0.31
5 C 0.27 -0.68 0.14
6 C 0.35 0.84 0.37
7 C 2.41 -0.06 -0.16
8 C 1.75 1.09 -0.02
9 H 1.65 -2.18 -0.30
10 H -1.31 2.24 0.21
11 H 3.51 -0.15 -0.25
12 H 2.27 2.00 0.13
13 H 0.23 0.90 1.51
14 H -0.86 1.47 -1.41

Q) Below is C5H6N2S in the gas phase, with properties calculated with the ωB97M-V functional and the def2-TZVPD basis.

SMILES = C#C/C(=N\S)N1CC1
Highest occupied orbital energy = -8.394 eV
Multiplicity = 1
Gap between HOMO and LUMO = 8.964 eV
Charge = 0

CARTESIAN COORDINATES (ANGSTROEM)
1 S 0.72 1.51 -2.58
2 N -0.10 -1.00 0.22
3 N 0.84 0.28 -1.44
4 C 1.19 -1.62 0.48
5 C -1.25 0.94 -0.30
6 C -0.08 0.15 -0.56
7 C -2.16 1.69 -0.05
8 C 0.42 -0.98 1.57
9 H -2.99 2.44 0.16
10 H 0.73 0.00 2.00
11 H -0.43 2.10 -2.21
12 H 2.07 -1.20 0.02
13 H -0.09 -1.65 2.23
14 H 1.14 -2.66 0.46

R) Below is C5H6N2S in the gas phase, with properties calculated with the ωB97M-V functional and the def2-TZVPD basis.

SMILES = Nc1cccc(S)n1
Highest occupied orbital energy = -8.095 eV
Multiplicity = 1
Gap between HOMO and LUMO = 9.066 eV
Charge = 0

CARTESIAN COORDINATES (ANGSTROEM)
1 S 0.25 1.26 -2.84
2 N 0.73 0.93 -0.31
3 N 1.45 0.86 1.88
4 C -0.25 -0.71 1.18
5 C -0.88 -0.64 -1.15
6 C 0.65 0.36 0.91
7 C -0.99 -1.21 0.14
8 C 0.00 0.42 -1.29
9 H -1.70 -2.04 0.30
10 H 1.12 0.74 2.86
11 H 1.84 1.75 1.67
12 H -0.20 -1.19 2.18
13 H -1.42 -1.05 -1.96
14 H -0.60 0.52 -3.56

According to the calculations, the structures order from most to least stable as R), P), Q).

P) Below is C6H10O3 in the gas phase, with properties calculated with the ωB97M-V functional and the def2-TZVPD basis.

SMILES = CC(=O)[C@](C)(O)CC=O
Highest occupied orbital energy = -9.724 eV
Multiplicity = 1
Gap between HOMO and LUMO = 10.459 eV
Charge = 0

CARTESIAN COORDINATES (ANGSTROEM)
1 O -0.80 1.03 -1.96
2 O 1.89 0.68 -0.58
3 O 0.04 2.21 0.66
4 C -0.74 -0.19 -1.90
5 C -1.70 0.48 0.78
6 C 0.19 -0.95 -0.98
7 C -0.25 1.07 0.45
8 C 0.81 0.02 0.03
9 C 1.29 -0.69 1.30
10 H 2.15 -1.31 1.04
11 H -2.41 0.94 0.09
12 H -1.81 -0.59 0.89
13 H 1.60 0.05 2.04
14 H -0.39 -1.74 -0.50
15 H 1.71 1.64 -0.56
16 H -1.93 0.90 1.76
17 H 0.51 -1.33 1.73
18 H 0.98 -1.43 -1.56
19 H -1.15 -0.80 -2.72

Q) Below is C6H10O3 in the gas phase, with properties calculated with the ωB97M-V functional and the def2-TZVPD basis.

SMILES = C=C/C(C)=C/C(O)(O)O
Highest occupied orbital energy = -8.498 eV
Multiplicity = 1
Gap between HOMO and LUMO = 9.175 eV
Charge = 0

CARTESIAN COORDINATES (ANGSTROEM)
1 O -2.26 -0.51 -1.06
2 O -2.38 1.59 -0.11
3 O -2.16 -0.31 1.16
4 C 0.47 -1.78 0.02
5 C -1.80 0.32 -0.05
6 C 2.27 0.30 -0.51
7 C 0.59 -0.33 -0.15
8 C 2.93 1.11 0.31
9 C 0.00 0.77 -0.31
10 H 1.20 -2.13 0.76
11 H 0.67 -2.29 -0.92
12 H 2.43 1.62 1.12
13 H 2.77 -0.24 -1.31
14 H -1.85 0.25 1.88
15 H 4.00 1.29 0.21
16 H -3.34 1.51 -0.20
17 H -0.54 -2.03 0.35
18 H 0.06 1.83 -0.42
19 H -3.07 -0.96 -0.75

According to the calculations, the structures order from most to least stable as P), Q).